No. 1
17 unconnected molecules or ions with the total composition C30H57Cl32N3O3 in a non-equilibrium geometry. Source: the Open Molecules 2025 dataset; level of theory: the ωB97M-V functional and the def2-TZVPD basis.

Structure (ORCA input):
```
! RIJCOSX wB97M-V def2-TZVPD def2/J DEFGRID3
* xyz 0 1
C 5.02499 -2.89296 0.69100
C 4.18659 -1.70365 0.18560
C 2.68528 -2.01129 0.15426
C 2.41770 -2.96940 -1.02595
C 1.76011 -0.69969 0.08605
C 2.01956 -0.11818 -1.29586
C 1.84945 1.37464 -1.49362
C 0.95618 2.19171 -0.44210
O 2.51381 2.24214 -0.73209
C 2.18005 0.00460 1.37338
O 3.05037 0.81871 1.56724
N 1.41950 -0.55055 2.36579
C 0.18073 -1.14512 1.91002
N -0.10159 -2.43138 2.54971
C 0.34941 -1.25291 0.36374
C -0.88502 -0.61073 -0.29553
C -1.37596 -1.31593 -1.58000
C -2.88546 -1.30134 -1.73000
N -3.59809 -0.11475 -1.37225
O -3.47616 -2.26713 -2.12691
H 4.50580 -3.37407 1.52166
H 5.96162 -2.48930 1.06917
H 5.22519 -3.61224 -0.10111
H 4.52865 -1.47987 -0.82906
H 4.43393 -0.83417 0.79007
H 2.44730 -2.55370 1.07004
H 2.49968 -3.98994 -0.65243
H 3.17672 -2.87237 -1.80134
H 1.41803 -2.86550 -1.44349
H 3.00851 -0.33737 -1.70206
H 1.28981 -0.55042 -1.98523
H 1.72007 1.70076 -2.52956
H 0.90754 3.09972 0.15461
H 0.47564 2.71375 -1.31800
H 1.46594 -0.13330 3.28272
H -0.60960 -0.43280 2.15219
H 0.46080 -2.52212 3.38840
H -1.06524 -2.43407 2.86809
H 0.26737 -2.31728 0.15562
H -1.69630 -0.66656 0.43429
H -0.75448 0.44727 -0.51018
H -1.05798 -2.35453 -1.63026
H -0.99453 -0.75379 -2.44002
H -3.17103 0.73591 -1.72853
H -3.69659 -0.02284 -0.36904
C -2.97119 -0.03834 4.96027
Cl -3.53256 -1.55599 4.24567
Cl -1.59487 0.65011 4.07981
H -3.77665 0.67554 4.92715
H -2.66590 -0.22666 5.98232
C -5.71431 0.46910 8.12726
Cl -5.50720 1.10603 6.48581
Cl -6.51354 -1.10319 8.13893
H -4.73319 0.36222 8.57344
H -6.31804 1.17165 8.68804
C 1.19760 -7.21293 -0.62903
Cl 2.57213 -6.79288 0.40003
Cl 1.54867 -6.99287 -2.34724
H 0.95090 -8.25422 -0.46201
H 0.36445 -6.57132 -0.36778
C -1.41429 -8.03376 -5.20445
Cl 0.03158 -7.27147 -5.88100
Cl -1.08243 -8.86715 -3.68239
H -2.15231 -7.26376 -5.01631
H -1.78446 -8.75896 -5.91830
C 4.95044 -8.78603 -2.39255
Cl 6.36088 -8.00403 -3.11715
Cl 5.34014 -9.59015 -0.86619
H 4.20064 -8.02948 -2.19610
H 4.57832 -9.53036 -3.08562
C -3.63263 3.55088 -0.43609
Cl -3.24488 4.30959 1.10900
Cl -2.18856 2.87225 -1.21393
H -4.33710 2.74530 -0.26214
H -4.05906 4.29762 -1.09260
C -5.25473 6.93109 -3.10655
Cl -5.58124 6.41621 -1.44554
Cl -4.20416 5.78504 -3.95010
H -6.19534 6.99573 -3.63938
H -4.76559 7.89582 -3.07669
C -2.15573 9.49025 -4.58518
Cl -2.02046 11.18746 -4.10699
Cl -3.69757 9.14450 -5.37729
H -1.35818 9.26219 -5.28163
H -2.07996 8.87655 -3.69517
C -4.67239 4.57442 4.60713
Cl -3.62801 3.15388 4.44750
Cl -4.36210 5.47142 6.09834
H -4.48044 5.23088 3.76567
H -5.70474 4.24465 4.61289
C 4.32299 4.64082 0.81687
Cl 3.27453 6.00110 1.24480
Cl 5.64246 4.42672 1.97767
H 3.73154 3.73201 0.80791
H 4.74991 4.82956 -0.15988
C -1.40445 -11.84893 -0.85385
Cl -0.96753 -10.35772 -0.01144
Cl -2.83452 -11.63732 -1.87101
H -0.57767 -12.14949 -1.48558
H -1.62104 -12.60807 -0.11267
C 9.55091 4.45822 2.02613
Cl 10.17213 3.07230 1.12246
Cl 10.34383 4.63993 3.59704
H 9.72848 5.35552 1.44652
H 8.49143 4.31200 2.19065
C -0.38270 12.31245 -7.39073
Cl -0.02634 13.40323 -8.73298
Cl -1.40012 10.95154 -7.88418
H 0.55163 11.91956 -7.00932
H -0.91049 12.86598 -6.62399
C -4.73178 8.67857 2.50550
Cl -4.45082 9.28068 0.87138
Cl -5.52769 7.09482 2.50470
H -3.77726 8.57681 3.00685
H -5.37329 9.37705 3.02789
C 7.74378 -0.79396 3.03040
Cl 7.95537 -0.44476 1.31066
Cl 7.39448 -2.50247 3.34345
H 8.66183 -0.53573 3.54325
H 6.91284 -0.20424 3.39828
C -5.72081 -9.76427 -0.67573
Cl -5.25955 -8.26804 0.14322
Cl -7.16004 -9.55842 -1.68419
H -4.89985 -10.07384 -1.30741
H -5.93255 -10.51635 0.07440
*
```

For the HOMO energy, the calculation gives -9.0 eV.

***

No. 2
6 unconnected molecules or ions with the total composition C30H57NO8S in a non-equilibrium geometry. Source: the Open Molecules 2025 dataset; level of theory: the ωB97M-V functional and the def2-TZVPD basis.

Structure (ORCA input):
```
! RIJCOSX wB97M-V def2-TZVPD def2/J DEFGRID3
* xyz 0 1
C -1.32299 -0.15556 -2.40456
C -2.71450 0.46597 -2.40572
C -3.43970 0.36143 -1.05893
C -4.21101 -0.94622 -0.86793
C -3.40132 -2.13947 -0.37410
C -3.01297 -2.08571 1.09988
C -1.74194 -1.28378 1.41734
C -1.99360 -0.16941 2.43281
C -0.75370 0.67637 2.73346
C -0.05864 0.35191 4.05324
C 0.39796 -1.10472 4.19178
C 1.64448 -1.23879 5.08787
C 2.88298 -1.77859 4.36521
O 3.33215 -2.98891 5.01732
C 4.62973 -3.23845 4.80836
O 5.06909 -3.93505 3.91542
O 5.48054 -2.68495 5.76282
N 6.00307 -1.44001 5.24756
C 7.17594 -1.53033 4.84517
S 8.47307 -1.46141 4.01982
H -0.75530 0.26638 -3.23040
H -0.78348 0.10354 -1.50042
H -1.32825 -1.22636 -2.57032
H -3.34643 0.07791 -3.19040
H -2.61341 1.52455 -2.61639
H -4.17105 1.16627 -1.06277
H -2.76655 0.57466 -0.23636
H -4.66748 -1.22292 -1.81275
H -5.02935 -0.75349 -0.17778
H -4.02688 -3.02105 -0.50042
H -2.52545 -2.31181 -0.98956
H -2.84019 -3.10348 1.43630
H -3.84979 -1.73179 1.69420
H -1.27478 -0.86254 0.53680
H -1.02043 -1.95212 1.87755
H -2.46355 -0.55880 3.33056
H -2.72094 0.49032 1.96356
H -1.07490 1.71320 2.80205
H -0.04323 0.65593 1.91304
H -0.73672 0.60779 4.86016
H 0.82251 0.98083 4.11937
H -0.37651 -1.67399 4.69431
H 0.55314 -1.58404 3.23272
H 1.44043 -1.86066 5.94838
H 1.91772 -0.27181 5.49328
H 3.66440 -1.02993 4.35473
H 2.62343 -1.99457 3.33377
C 7.10926 -2.87285 -0.89671
C 5.71643 -3.17471 -0.39325
O 4.73887 -2.70952 -0.92970
C 5.60875 -4.07840 0.80947
H 7.04817 -2.21429 -1.75996
H 7.69086 -2.38266 -0.11416
H 7.60985 -3.79732 -1.18814
H 6.12843 -3.63466 1.65816
H 6.04927 -5.05173 0.58711
H 4.56268 -4.21444 1.07027
C -3.85362 2.37311 -6.60211
C -4.69882 1.26992 -6.01177
O -4.79668 1.13070 -4.81530
C -5.41403 0.35523 -6.97510
H -3.40017 2.94783 -5.79665
H -3.06447 1.94673 -7.22348
H -4.47359 3.03387 -7.21149
H -4.69099 -0.15826 -7.61127
H -6.10413 0.93121 -7.59493
H -5.98050 -0.38527 -6.41533
C -1.33852 5.83797 -3.04356
C -1.06961 4.52863 -3.74602
O -1.86123 3.61738 -3.70879
C 0.23548 4.41057 -4.49642
H -2.30396 5.78948 -2.54573
H -0.56317 6.02979 -2.30040
H -1.35035 6.65480 -3.76681
H 1.07403 4.54484 -3.81164
H 0.28743 5.16974 -5.27846
H 0.30311 3.42529 -4.95155
C -10.64102 2.19610 -6.42844
C -9.16642 2.10741 -6.73831
O -8.75714 1.48832 -7.69226
C -8.22640 2.82730 -5.80259
H -11.20217 1.63826 -7.17419
H -10.84129 1.77480 -5.44230
H -10.96408 3.23801 -6.44449
H -8.32535 2.42923 -4.79207
H -8.44965 3.89528 -5.79982
H -7.20411 2.68044 -6.14087
C 9.10751 -0.43389 8.97588
C 10.40998 -0.59832 8.22848
O 11.28654 0.22897 8.29538
C 10.56106 -1.84648 7.39218
H 9.12598 0.49879 9.53432
H 8.27261 -0.41220 8.27318
H 8.96764 -1.26311 9.67090
H 9.78538 -1.87395 6.62625
H 10.48138 -2.73274 8.02367
H 11.53520 -1.84156 6.90879
*
```

For the HOMO energy, the calculation gives -9.3 eV. Its SMILES is CCCCCCCCCCCCCOC(=O)ON=C=S.CC(C)=O.CC(C)=O.CC(C)=O.CC(C)=O.CC(C)=O. The relative energy (zero: lowest compared OMol25 entry of this formula, charge and spin) is 0.0 kJ/mol.

***

Number 1: energy -443361.3109 eV, HOMO-LUMO gap 9.120 eV. Number 2: energy -60736.0728 eV, HOMO-LUMO gap 7.971 eV.